Computed, not measured: a structure of composition C15H17FeI2N6O2S2 at a distorted geometry, with the ωB97M-V functional and the def2-TZVPD basis.

Cartesian coordinates (Å):
1 Fe 0.27661 -0.00908 0.17510
2 C -5.57904 -5.49594 2.17540
3 C -4.54650 -4.42548 1.99689
4 C -3.45942 -4.34031 2.87354
5 C -2.49680 -3.36565 2.72495
6 C -2.61956 -2.47452 1.65921
7 C -3.68690 -2.52738 0.76958
8 C -4.64470 -3.50791 0.95106
9 S -1.44247 -1.23833 1.47896
10 O -0.10373 -1.76257 1.00638
11 O -1.76430 -0.34227 0.31082
12 N -1.33979 -0.48813 2.82034
13 C -0.30902 0.38880 2.99168
14 C -0.15747 0.98851 4.25618
15 C 0.88037 1.84380 4.49314
16 C 1.80418 2.11264 3.47024
17 C 1.61171 1.52838 2.25571
18 N 0.56106 0.69558 1.99534
19 H -5.74188 -5.71130 3.23008
20 H -5.24682 -6.42022 1.69792
21 H -6.52793 -5.21086 1.72595
22 H -3.37933 -5.04486 3.69084
23 H -1.67115 -3.29162 3.41932
24 H -3.77843 -1.80714 -0.03107
25 H -5.48856 -3.55657 0.27579
26 H -0.88474 0.73387 5.01303
27 H 0.99608 2.30093 5.46664
28 H 2.65239 2.76205 3.62674
29 H 2.30557 1.69232 1.44429
30 C -0.79448 -0.92475 -4.85916
31 C -0.41361 0.28246 -4.09313
32 N -0.27406 1.48388 -4.55251
33 N 0.06150 2.25813 -3.47789
34 C 0.14913 1.56348 -2.35640
35 S 0.61287 2.01249 -0.77168
36 N -0.16331 0.30068 -2.72339
37 N -0.18202 -0.73066 -1.77027
38 H -0.89845 -0.64758 -5.90493
39 H -1.74687 -1.32405 -4.50714
40 H -0.03360 -1.70246 -4.78036
41 H 0.22867 3.24655 -3.60703
42 H -1.13195 -1.09253 -1.68182
43 H 0.43431 -1.48648 -2.06901
44 I 2.73361 -0.97138 -0.14313
45 I 3.18532 -2.25639 2.12428

Results
- <S²> = 0.86
- energy (eV) = -101110.210
- LUMO energy (alpha / beta) (hartree) = -0.304 / -0.289
- gap between HOMO and LUMO (alpha / beta) (eV) = 6.219 / 6.632
- ΔE to the lowest compared entry with this formula, charge and spin (kcal/mol) = 0.0
- net charge = +2
- multiplicity = 2
- HOMO energy (alpha / beta) (eV) = -14.50 / -14.49


Computed, not measured: a structure of composition C15H17IN2O6Pd, with the ωB97M-V functional and the def2-TZVPD basis.

Cartesian coordinates (Å):
1 Pd 0.35991 0.81380 0.13499
2 O -0.44810 -0.80260 3.54080
3 C 0.24306 -0.50397 2.59438
4 O 0.30214 0.71473 2.09535
5 C 1.22652 -1.53614 2.01771
6 C 2.44781 -0.85739 1.39967
7 C 3.55152 -1.86784 1.08006
8 C 3.02329 -2.53236 -0.21714
9 C 1.63697 -1.91552 -0.32066
10 O 1.94444 -0.53220 0.06135
11 C 0.73726 -2.42381 0.82565
12 C -0.72467 -2.38061 0.34111
13 O -1.18231 -3.41154 -0.13665
14 O -1.27884 -1.22496 0.34646
15 H 1.50355 -2.16716 2.85987
16 H 2.76286 0.06067 1.88400
17 H 4.50695 -1.37341 0.91660
18 H 3.67024 -2.57660 1.89844
19 H 3.62946 -2.24904 -1.07695
20 H 2.97714 -3.61786 -0.16314
21 H 1.17842 -1.91530 -1.30585
22 H 0.96754 -3.46965 1.01674
23 I 0.65408 4.25890 -0.36485
24 C -1.14340 3.41871 0.26786
25 C -2.20548 4.24503 0.59050
26 C -3.37024 3.66658 1.06626
27 C -3.43173 2.29168 1.21529
28 C -2.33070 1.53161 0.87359
29 N -1.21303 2.09213 0.38483
30 H -2.10606 5.31458 0.48294
31 H -4.21400 4.28986 1.33195
32 H -4.31245 1.80145 1.60352
33 H -2.30141 0.45417 0.98576
34 C -0.49449 0.71644 -4.10313
35 C -0.52024 0.38666 -2.63900
36 N -1.42810 -0.45378 -2.18421
37 O 0.33132 0.95928 -1.91100
38 H -0.94103 1.70221 -4.23963
39 H -1.04391 -0.00862 -4.69981
40 H 0.53809 0.77106 -4.43907
41 H -2.04110 -0.90518 -2.84122
42 H -1.46131 -0.76406 -1.17335

Results
- energy (eV) = -42677.570
- LUMO energy (hartree) = -0.004
- gap between HOMO and LUMO (eV) = 8.334
- ΔE to the lowest compared entry with this formula, charge and spin (kcal/mol) = 3.0
- HOMO energy (eV) = -8.45


Computed, not measured: a cluster of 3 separate species, C15H17IN2O6S in total at a distorted geometry, with the ωB97M-V functional and the def2-TZVPD basis.

Cartesian coordinates (Å):
1 C 3.92038 0.99402 0.86097
2 C 3.04593 0.32811 -0.35547
3 C 1.87236 -0.71357 0.11900
4 I 2.29430 -1.82027 1.95892
5 C 0.37050 -0.03883 0.24832
6 C -0.12537 0.97679 1.43944
7 C -1.66507 1.59275 1.53366
8 C -2.76287 1.17246 0.39102
9 N -4.23549 1.56604 0.25832
10 S -4.80689 0.69264 -1.18314
11 N -3.42959 -0.22811 -1.83817
12 C -2.34120 0.14781 -0.83680
13 C -0.77745 -0.44076 -0.89959
14 H 4.73762 1.69021 0.33891
15 H 4.54300 0.21843 1.50028
16 H 3.28767 1.74226 1.54178
17 H 2.57799 1.24188 -0.96470
18 H 3.76465 -0.26543 -1.08461
19 H 1.78171 -1.52889 -0.74814
20 H 0.60820 1.28856 2.31313
21 H -1.99133 2.30396 2.43411
22 H -0.53126 -1.17514 -1.80015
23 O 6.59990 0.00010 2.59634
24 C 6.50682 -0.91484 3.39753
25 O 7.29047 -2.03254 3.38723
26 C 7.02803 -2.72975 4.59055
27 C 5.66231 -2.25705 4.97051
28 O 5.60420 -0.95447 4.42094
29 H 7.06444 -3.81048 4.42823
30 H 7.78670 -2.45511 5.33086
31 H 4.86960 -2.86561 4.52268
32 H 5.51864 -2.22770 6.05409
33 O -9.10682 0.61259 -6.94369
34 C -8.33869 0.81065 -6.01717
35 O -7.30132 1.69734 -6.05065
36 C -6.80269 1.79679 -4.72988
37 C -7.22421 0.50623 -4.10557
38 O -8.40427 0.17323 -4.81175
39 H -5.71646 1.92217 -4.73403
40 H -7.25955 2.66532 -4.24406
41 H -6.48703 -0.29006 -4.25315
42 H -7.42785 0.60829 -3.03609

Results
- energy (eV) = -50020.826
- LUMO energy (hartree) = -0.070
- gap between HOMO and LUMO (eV) = 6.790
- SMILES string = CC[C@@H](I)c1ccc2nsnc2c1.O=C1OCCO1.O=C1OCCO1
- HOMO energy (eV) = -8.69